1.
The following is a quantum chemistry calculation of a cluster of 10 separate species, C60H71FN2O5P3S in total at a distorted geometry, from the OMol25 dataset.

Summary:
Frontier orbital gap   6.6 eV
Multiplicity   1
Total charge   +1
Molar mass   1044.22 Da

Each line ends with the Mulliken charge.
Atoms and positions in Å:
C -8.893 1.597 3.343  -1.137
P -7.858 1.288 1.802  0.147
O -7.362 2.824 1.256  -0.372
C -6.312 0.390 2.435  -0.245
C -5.144 0.374 1.371  -1.031
N -3.892 -0.225 1.860  0.085
P -2.860 1.201 2.275  0.324
C -1.375 0.668 3.255  -0.835
O -2.212 1.682 0.783  -0.381
C -4.039 -1.134 3.009  -0.385
P -2.767 -2.524 2.765  0.414
O -3.454 -3.830 1.960  -0.533
O -1.539 -1.993 1.755  -0.284
S -1.939 -3.060 4.433  -0.345
C -5.437 -1.781 3.265  -0.797
O -5.649 -1.787 4.658  -0.496
N -6.609 -1.056 2.653  0.482
F -7.781 -1.279 3.302  -0.158
H -9.205 2.653 3.405  0.432
H -9.742 0.897 3.408  0.343
H -8.231 1.413 4.218  0.383
H -6.510 2.976 1.688  0.299
H -6.005 0.826 3.408  0.291
H -5.555 -0.125 0.465  0.254
H -4.964 1.447 1.152  0.451
H -1.487 -0.279 3.813  0.320
H -1.152 1.493 3.959  0.503
H -0.484 0.573 2.598  0.147
H -2.948 1.865 0.192  0.244
H -3.714 -0.623 3.942  0.576
H -3.959 -3.512 1.200  0.374
H -1.914 -1.805 0.884  0.294
H -5.533 -2.846 2.981  0.675
H -5.497 -0.899 4.996  0.418
H -6.745 -1.438 1.704  0.544
C 2.058 0.319 0.110  -0.670
C 0.765 -0.045 -0.245  -0.004
C 0.554 -1.128 -1.090  -0.694
C 1.636 -1.853 -1.573  -0.297
C 2.928 -1.492 -1.215  -0.181
C 3.140 -0.403 -0.378  -0.466
H 2.223 1.165 0.766  0.397
H -0.081 0.518 0.137  0.510
H -0.455 -1.407 -1.373  0.371
H 1.472 -2.699 -2.229  0.226
H 3.772 -2.058 -1.591  0.394
H 4.148 -0.119 -0.104  0.390
C 2.443 -4.031 -4.792  -0.604
C 2.619 -3.409 -6.021  -0.172
C 3.868 -2.914 -6.378  -0.039
C 4.943 -3.050 -5.508  -0.856
C 4.768 -3.675 -4.280  -0.158
C 3.517 -4.162 -3.920  -0.329
H 1.468 -4.413 -4.512  0.413
H 1.782 -3.309 -6.702  0.367
H 4.003 -2.424 -7.334  0.212
H 5.917 -2.668 -5.788  0.381
H 5.607 -3.782 -3.602  0.286
H 3.380 -4.645 -2.959  0.481
C -1.920 7.465 1.604  -0.475
C -1.440 7.105 0.352  -0.298
C -1.127 5.778 0.082  -0.686
C -1.305 4.810 1.063  -0.058
C -1.789 5.170 2.315  -0.343
C -2.093 6.498 2.587  -0.633
H -2.160 8.500 1.815  0.573
H -1.307 7.859 -0.415  0.360
H -0.746 5.499 -0.892  0.383
H -1.066 3.778 0.852  0.475
H -1.929 4.414 3.081  0.345
H -2.464 6.781 3.565  0.375
C -10.131 4.839 -1.607  -0.389
C -9.952 3.777 -0.731  -0.421
C -10.464 3.847 0.559  -0.057
C -11.162 4.975 0.970  -0.559
C -11.344 6.036 0.092  -0.348
C -10.825 5.970 -1.195  -0.430
H -9.729 4.786 -2.612  0.367
H -9.413 2.894 -1.053  0.322
H -10.320 3.021 1.245  0.408
H -11.566 5.028 1.974  0.363
H -11.890 6.915 0.411  0.370
H -10.962 6.799 -1.877  0.365
C -4.954 -7.082 8.594  -0.424
C -5.572 -6.539 7.475  -0.382
C -4.829 -5.805 6.558  -0.378
C -3.466 -5.622 6.756  0.133
C -2.847 -6.167 7.874  -0.515
C -3.591 -6.894 8.795  -0.362
H -5.533 -7.652 9.310  0.361
H -6.633 -6.688 7.317  0.358
H -5.313 -5.377 5.688  0.350
H -2.888 -5.053 6.038  0.126
H -1.785 -6.026 8.027  0.367
H -3.110 -7.315 9.669  0.363
C 3.320 -1.179 -12.234  -0.362
C 3.548 -2.252 -11.381  -0.546
C 3.045 -2.229 -10.086  -0.122
C 2.305 -1.137 -9.648  -0.136
C 2.074 -0.066 -10.502  -0.504
C 2.585 -0.086 -11.794  -0.355
H 3.715 -1.196 -13.242  0.360
H 4.120 -3.105 -11.725  0.362
H 3.228 -3.062 -9.419  0.323
H 1.909 -1.121 -8.639  0.293
H 1.496 0.784 -10.161  0.355
H 2.409 0.751 -12.458  0.357
C 8.434 -6.114 -0.688  -0.622
C 8.921 -5.316 0.340  -0.388
C 8.181 -4.228 0.786  -0.405
C 6.949 -3.943 0.209  -0.547
C 6.461 -4.744 -0.816  -0.198
C 7.205 -5.827 -1.268  -0.437
H 9.013 -6.960 -1.037  0.432
H 9.878 -5.541 0.794  0.536
H 8.563 -3.602 1.583  0.379
H 6.370 -3.097 0.560  0.410
H 5.500 -4.522 -1.264  0.459
H 6.826 -6.447 -2.071  0.385
C 12.115 -5.200 -1.596  0.127
C 12.688 -4.720 -0.425  -0.218
C 14.049 -4.446 -0.379  -0.451
C 14.836 -4.645 -1.507  -0.420
C 14.263 -5.122 -2.679  -0.328
C 12.903 -5.403 -2.723  -0.611
H 11.054 -5.416 -1.631  0.180
H 12.073 -4.559 0.452  0.283
H 14.497 -4.078 0.536  0.357
H 15.897 -4.427 -1.472  0.357
H 14.876 -5.275 -3.558  0.359
H 12.457 -5.780 -3.635  0.360
C -0.126 10.793 1.738  -0.129
C 0.436 12.026 1.429  -0.535
C 1.571 12.460 2.101  -0.385
C 2.151 11.657 3.076  -0.351
C 1.592 10.422 3.382  -0.565
C 0.451 9.992 2.716  0.017
H -1.013 10.457 1.215  0.245
H -0.012 12.649 0.665  0.360
H 2.005 13.423 1.865  0.359
H 3.039 11.993 3.596  0.360
H 2.045 9.796 4.140  0.359
H 0.012 9.032 2.958  0.275

2.
The following is a quantum chemistry calculation of a structure of composition C60H71MoNO2S5Si5Te, from the OMol25 dataset.

Summary:
Frontier orbital gap (spin up / spin down)   6.2 / 6.5 eV
Multiplicity   3
Total charge   0
Molar mass   1362.54 Da
Energy relative to the best compared isomer or geometry (same formula, charge and spin)   0.0 kcal/mol

Each line ends with the Mulliken spin population.
Atoms and positions in Å:
Mo -0.041 -1.325 -0.871  1.908
S 2.147 -1.131 0.188  -0.014
C 2.966 -2.670 0.044  0.022
C 4.165 -2.862 0.745  -0.002
C 4.888 -4.032 0.621  -0.003
C 4.450 -5.050 -0.222  0.007
C 3.273 -4.878 -0.927  -0.005
C 2.533 -3.710 -0.775  0.001
S 0.986 -3.562 -1.634  0.006
C -0.005 -4.735 -0.668  0.008
C -0.803 -4.156 0.467  0.027
C -1.324 -5.024 1.414  -0.003
C -2.209 -4.532 2.353  0.004
C -2.589 -3.205 2.285  0.005
C -2.011 -2.388 1.330  0.008
C -2.437 -0.971 1.149  0.034
S -1.099 0.138 0.628  -0.056
C -0.241 2.151 -2.321  -0.011
C -1.152 3.170 -2.554  -0.003
C -2.040 3.100 -3.623  0.006
C -2.007 2.010 -4.478  -0.001
C -1.108 0.979 -4.244  0.024
C -0.242 1.024 -3.155  0.034
S 0.889 -0.300 -2.843  -0.044
N -1.094 -2.854 0.468  -0.034
H 4.520 -2.069 1.391  0.002
H 5.810 -4.150 1.177  0.000
H 5.025 -5.959 -0.335  0.001
H 2.921 -5.651 -1.600  -0.001
H 0.687 -5.488 -0.294  0.001
H -0.696 -5.226 -1.358  -0.002
H -1.038 -6.067 1.396  0.000
H -2.614 -5.184 3.117  -0.001
H -3.306 -2.786 2.977  0.000
H -2.859 -0.585 2.076  -0.006
H -3.223 -0.948 0.385  0.003
H -1.165 4.044 -1.918  -0.001
H -2.746 3.906 -3.784  0.001
H -2.685 1.952 -5.321  0.000
H -1.075 0.123 -4.904  0.008
O 0.192 -2.289 3.154  0.004
S 1.597 -1.859 3.405  0.003
C 1.517 -0.072 3.653  0.004
C 2.841 0.510 4.038  -0.006
C 3.881 0.501 3.108  -0.003
C 5.125 1.016 3.439  0.000
C 5.343 1.554 4.702  0.000
C 4.311 1.572 5.629  0.000
C 3.068 1.048 5.300  0.000
C 1.951 -2.361 5.109  0.001
C 1.831 -3.858 5.158  -0.001
C 0.746 -4.463 5.781  0.000
C 0.602 -5.843 5.762  0.000
C 1.536 -6.633 5.108  0.000
C 2.620 -6.035 4.477  0.000
C 2.765 -4.657 4.502  0.000
H 0.718 0.101 4.377  -0.001
H 1.185 0.298 2.679  0.006
H 3.696 0.112 2.112  0.010
H 5.921 1.011 2.705  0.000
H 6.311 1.964 4.959  0.000
H 4.473 1.999 6.610  0.000
H 2.263 1.069 6.026  0.000
H 1.224 -1.876 5.764  0.001
H 2.956 -2.020 5.365  0.000
H 0.005 -3.847 6.277  0.000
H -0.245 -6.303 6.257  0.000
H 1.424 -7.709 5.091  0.000
H 3.354 -6.642 3.963  0.000
H 3.606 -4.196 3.996  0.000
O -1.613 -1.735 -1.949  0.044
Si -2.821 -2.185 -2.929  -0.070
C -2.322 -2.116 -4.727  0.009
C -1.061 -2.573 -5.119  -0.006
C -0.652 -2.504 -6.442  0.000
C -1.504 -1.977 -7.405  0.000
C -2.764 -1.525 -7.038  0.001
C -3.165 -1.594 -5.710  0.000
C -3.327 -3.958 -2.556  0.006
C -3.680 -4.330 -1.254  0.006
C -4.076 -5.624 -0.951  -0.001
C -4.139 -6.582 -1.955  0.001
C -3.805 -6.235 -3.256  0.000
C -3.404 -4.937 -3.549  0.000
C -4.249 -1.032 -2.588  0.008
C -3.975 0.236 -2.064  -0.009
C -5.001 1.134 -1.802  -0.004
C -6.318 0.782 -2.066  0.000
C -6.608 -0.471 -2.588  0.000
C -5.580 -1.369 -2.841  0.001
H -0.371 -2.960 -4.376  0.009
H 0.337 -2.847 -6.721  0.000
H -1.183 -1.915 -8.437  0.000
H -3.429 -1.111 -7.785  0.000
H -4.143 -1.212 -5.436  0.000
H -3.658 -3.593 -0.457  0.001
H -4.340 -5.884 0.068  0.000
H -4.451 -7.593 -1.724  0.000
H -3.855 -6.976 -4.045  0.000
H -3.133 -4.687 -4.569  0.000
H -2.949 0.527 -1.858  0.026
H -4.769 2.112 -1.396  0.000
H -7.118 1.484 -1.863  0.000
H -7.635 -0.751 -2.790  0.000
H -5.824 -2.353 -3.231  0.000
C -2.493 5.364 -0.028  0.000
Si -0.954 5.169 1.037  0.002
C -1.297 3.796 2.269  -0.001
C -0.679 6.788 1.957  0.000
Si 1.006 4.715 -0.190  -0.005
Te 1.212 2.270 -0.771  0.025
Si 1.451 6.083 -2.039  0.002
C 2.874 5.343 -3.008  0.001
C 1.935 7.789 -1.413  0.001
C -0.017 6.329 -3.184  0.000
Si 2.780 4.779 1.370  -0.003
C 3.334 6.523 1.803  0.000
C 4.294 3.852 0.749  0.001
C 2.187 3.961 2.957  -0.001
H -3.283 5.793 0.598  0.000
H -2.848 4.401 -0.399  0.000
H -2.347 6.027 -0.883  0.000
H -2.328 3.884 2.625  0.000
H -0.633 3.848 3.132  0.000
H -1.181 2.812 1.807  0.012
H -1.513 6.967 2.642  0.000
H -0.619 7.638 1.272  0.000
H 0.239 6.771 2.548  0.000
H 3.806 5.386 -2.439  0.000
H 3.017 5.900 -3.939  0.000
H 2.689 4.297 -3.258  0.000
H 2.814 7.767 -0.770  0.000
H 1.124 8.264 -0.854  0.000
H 2.163 8.427 -2.273  0.000
H -0.296 5.414 -3.707  0.000
H 0.277 7.073 -3.931  0.000
H -0.898 6.709 -2.662  0.000
H 3.949 6.963 1.016  0.000
H 3.947 6.466 2.708  0.000
H 2.505 7.204 2.003  0.000
H 4.856 4.462 0.036  0.000
H 4.071 2.904 0.257  0.000
H 4.946 3.644 1.604  0.000
H 1.565 4.644 3.542  0.000
H 3.055 3.687 3.565  0.000
H 1.607 3.054 2.775  0.001

3.
The following is a quantum chemistry calculation of a structure of composition C60H79AsCsN8O8PSSi3 at a distorted geometry, from the OMol25 dataset.

Summary:
Frontier orbital gap   3.4 eV
Multiplicity   1
Total charge   -2
Molar mass   1395.47 Da

Each line ends with the Mulliken charge.
Atoms and positions in Å:
Cs 1.131 -0.613 1.102  1.670
C -6.240 -1.695 0.222  -1.987
C -5.681 -0.469 0.900  2.201
C -6.525 0.643 0.969  -0.952
C -6.171 1.802 1.637  -0.790
C -4.943 1.862 2.280  -0.560
C -4.085 0.780 2.205  -1.669
C -4.413 -0.391 1.509  -0.047
P -3.020 -1.607 1.589  1.784
C -3.131 -2.569 0.016  1.648
C -3.211 -1.797 -1.146  -2.063
C -3.194 -2.354 -2.413  0.028
C -3.047 -3.728 -2.543  -1.383
C -2.902 -4.500 -1.401  -0.604
C -2.934 -3.955 -0.115  0.375
C -2.692 -4.866 1.056  -1.142
C -3.504 -2.630 2.993  0.294
C -4.841 -2.894 3.290  -0.266
C -5.251 -3.688 4.345  -1.048
C -4.233 -4.238 5.165  -0.381
C -2.916 -3.993 4.929  -1.400
C -2.442 -3.172 3.827  2.205
C -1.105 -2.998 3.604  -2.470
H -7.325 -1.714 0.350  0.569
H -5.830 -2.615 0.631  0.240
H -6.027 -1.703 -0.847  0.326
H -7.500 0.576 0.497  0.369
H -6.856 2.642 1.670  0.363
H -4.647 2.749 2.828  0.438
H -3.112 0.828 2.685  0.540
H -3.285 -0.719 -1.042  0.503
H -3.286 -1.724 -3.289  0.940
H -3.024 -4.190 -3.523  0.355
H -2.748 -5.570 -1.496  0.335
H -2.519 -5.883 0.701  0.512
H -3.531 -4.867 1.752  0.261
H -1.814 -4.547 1.625  -0.127
H -5.607 -2.447 2.663  0.118
H -6.300 -3.867 4.542  0.415
H -4.505 -4.868 6.009  0.309
H -2.163 -4.427 5.581  0.348
H -0.758 -2.379 2.787  0.519
H -0.370 -3.494 4.227  0.035
N -0.328 -1.636 -1.233  2.656
C 0.142 -1.947 -2.578  -0.103
C 1.570 -2.478 -2.554  -1.184
C 2.592 -1.532 -1.927  -0.301
N 2.566 -0.209 -2.564  -0.469
H -0.277 -2.474 -0.648  -0.652
H -1.304 -1.361 -1.258  -1.301
H 0.113 -1.028 -3.174  -0.534
H -0.489 -2.682 -3.102  0.289
H 1.874 -2.695 -3.583  0.478
H 1.582 -3.420 -1.997  0.270
H 3.582 -1.978 -2.054  0.646
H 2.418 -1.463 -0.850  -0.596
H 3.408 0.306 -2.337  0.212
H 1.808 0.338 -2.159  0.024
C 7.076 4.275 -2.535  -1.611
C 5.879 3.891 -1.708  1.148
C 5.614 2.557 -1.409  -0.909
C 4.516 2.205 -0.640  -1.195
C 3.659 3.189 -0.167  -0.578
C 3.920 4.522 -0.435  -0.033
C 5.022 4.865 -1.206  -0.920
S 2.197 2.696 0.744  1.382
O 1.687 3.938 1.309  -0.942
O 1.357 2.056 -0.256  -0.703
N 2.623 1.620 1.779  1.497
C 3.432 1.906 2.853  -0.835
C 4.092 3.100 3.096  -1.005
C 4.947 3.264 4.203  -1.033
C 5.167 2.257 5.095  -0.957
C 4.505 1.018 4.903  1.096
C 4.679 -0.074 5.785  -0.897
C 4.016 -1.243 5.561  -1.042
C 3.154 -1.320 4.445  -0.444
N 2.970 -0.333 3.613  0.721
C 3.635 0.834 3.806  0.216
H 7.451 3.423 -3.102  0.373
H 7.891 4.637 -1.904  0.282
H 6.830 5.069 -3.241  0.376
H 6.278 1.785 -1.780  0.340
H 4.321 1.169 -0.386  0.869
H 3.246 5.275 -0.047  0.462
H 5.218 5.910 -1.423  0.345
H 3.942 3.941 2.435  0.481
H 5.439 4.222 4.336  0.391
H 5.832 2.380 5.942  0.366
H 5.348 0.040 6.632  0.377
H 4.134 -2.099 6.213  0.418
H 2.607 -2.235 4.233  0.526
C -1.273 3.082 2.301  -0.024
C -0.651 2.291 3.399  0.189
N -0.755 0.995 3.544  0.019
C -0.066 0.666 4.686  -0.286
C 0.484 1.788 5.230  -0.996
N 0.098 2.824 4.403  0.146
H -1.911 2.412 1.726  -0.238
H -0.518 3.509 1.642  -0.175
H -1.892 3.893 2.697  0.466
H -0.006 -0.359 5.015  0.491
H 1.103 1.947 6.096  0.422
H 0.413 3.776 4.449  0.244
C -2.306 0.074 -4.954  -0.503
Si -1.092 1.508 -4.881  0.513
C -1.534 2.628 -6.335  -1.164
C 0.634 0.863 -5.267  -1.159
As -1.212 2.370 -2.682  0.387
Si -3.375 3.306 -2.692  0.299
C -3.995 4.137 -4.271  -1.236
C -4.630 1.975 -2.276  -0.395
C -3.458 4.580 -1.311  -0.965
Si 0.154 4.285 -2.914  0.279
C -0.368 5.579 -4.190  -1.075
C 0.228 5.225 -1.296  -0.464
C 1.864 3.662 -3.371  -0.428
H -2.168 -0.463 -5.898  0.517
H -3.341 0.422 -4.913  0.353
H -2.156 -0.633 -4.136  -0.519
H -1.369 2.039 -7.244  0.369
H -0.902 3.513 -6.396  0.235
H -2.573 2.954 -6.326  0.290
H 0.527 -0.040 -5.876  0.484
H 1.244 0.597 -4.402  0.145
H 1.188 1.597 -5.857  0.356
H -4.361 3.391 -4.980  0.335
H -3.249 4.746 -4.780  0.332
H -4.838 4.779 -3.998  0.371
H -4.625 1.149 -2.988  0.243
H -5.629 2.424 -2.287  0.424
H -4.467 1.563 -1.279  -0.353
H -2.846 5.459 -1.515  0.234
H -3.129 4.153 -0.361  0.158
H -4.496 4.908 -1.197  0.424
H -1.387 5.929 -4.022  0.198
H -0.291 5.242 -5.222  0.336
H 0.302 6.436 -4.063  0.344
H -0.729 5.694 -1.066  0.355
H 0.974 6.020 -1.402  0.277
H 0.511 4.603 -0.446  -0.119
H 1.908 3.341 -4.413  0.368
H 2.148 2.816 -2.741  -0.256
H 2.603 4.455 -3.221  0.339
O 0.464 -4.078 0.451  -0.543
C 1.616 -3.919 0.884  -0.498
O 2.164 -2.885 1.325  -0.590
C 2.511 -5.169 0.866  0.332
C 1.943 -6.434 0.770  -0.603
C 2.777 -7.539 0.760  0.031
C 4.155 -7.452 0.823  -0.416
C 4.677 -6.176 0.911  -0.082
C 3.891 -5.037 0.947  -0.640
N 6.145 -6.038 0.977  1.101
O 6.813 -7.057 0.972  -0.662
O 6.609 -4.918 1.029  -0.624
N 2.182 -8.888 0.667  1.067
O 0.975 -8.982 0.714  -0.617
O 2.942 -9.834 0.545  -0.656
H 0.869 -6.522 0.698  0.719
H 4.783 -8.326 0.803  0.595
H 4.318 -4.049 1.045  0.693